DFT (wB97M-V/def2-TZVPD) results for C15H31BeIP2 as an isolated structure in a non-equilibrium geometry.

The geometry in XYZ format:
```
50
Properties=species:S:1:pos:R:3
P 0.18 -2.45 -4.77
P 0.13 0.97 -5.74
C -0.28 -1.79 -6.43
C 0.29 -0.44 -6.90
H -1.38 -1.77 -6.50
H 0.04 -2.52 -7.20
H 1.34 -0.50 -7.21
H -0.30 -0.13 -7.78
C -1.49 1.58 -6.32
H -1.81 2.51 -5.84
H -2.30 0.84 -6.38
H -1.26 1.84 -7.36
C 1.20 2.16 -6.51
H 0.67 2.44 -7.41
H 2.14 1.68 -6.81
H 1.32 3.03 -5.87
C -0.97 -3.85 -5.09
H -1.03 -4.58 -4.29
H -0.73 -4.38 -6.03
H -1.96 -3.40 -5.21
C 1.82 -3.15 -5.36
H 2.58 -2.36 -5.51
H 1.70 -3.65 -6.35
H 2.23 -3.85 -4.63
Be 0.19 -1.88 -2.78
C 0.30 3.63 -1.50
C -0.92 3.66 -2.05
C -1.48 2.54 -2.90
C -1.36 1.07 -2.37
C -0.59 0.31 -3.40
C 0.68 0.89 -3.98
C 1.41 2.06 -3.20
C 1.20 2.40 -1.65
C -0.28 -3.46 -1.92
H 0.62 4.42 -0.82
H -1.56 4.54 -1.96
H -1.04 2.62 -3.91
H -2.56 2.74 -3.00
H -0.94 0.99 -1.35
H -2.35 0.57 -2.36
H -1.26 -0.26 -4.10
H 1.50 0.13 -4.08
H 1.32 3.00 -3.77
H 2.49 1.83 -3.30
H 0.90 1.49 -1.08
H 2.19 2.73 -1.25
H 0.47 -3.93 -1.28
H -0.51 -4.14 -2.73
H -1.14 -3.27 -1.30
I 0.87 -1.27 -0.56
```

net charge = 0
E_tot = -43133.048 eV
energy relative to the best compared isomer or geometry (same formula, charge and spin) = 2.6529 eV
orbital gap = 5.57 eV
HOMO level = -5.737 eV

Results of the Mulliken charge analysis, in e, for atoms 1 through 8: 1.298, 1.122, -1.514, -1.041, 0.485, 0.706, 0.525, 0.444

DFT (wB97M-V/def2-TZVPD) results for a 8-piece molecular cluster, C15H31Br14NO2 overall in a non-equilibrium geometry.

The geometry in XYZ format:
```
63
Properties=species:S:1:pos:R:3
C -0.22 4.67 -0.95
N 0.55 4.17 0.29
O 0.14 4.62 1.31
O 1.58 3.56 0.27
H -0.87 3.89 -1.35
H 0.63 4.74 -1.63
H -0.89 5.49 -0.73
Br 0.56 6.23 5.97
C 0.68 4.89 4.49
C 1.28 3.59 5.03
Br 1.65 2.20 3.62
H 1.16 5.37 3.64
H -0.35 4.75 4.15
H 0.64 3.03 5.70
H 2.23 3.80 5.52
Br -4.17 -5.32 1.03
C -2.70 -4.05 0.96
C -1.56 -4.44 2.04
Br -0.49 -6.14 1.80
H -3.03 -3.02 1.08
H -2.33 -4.24 -0.05
H -2.05 -4.65 2.99
H -0.90 -3.60 2.21
Br 1.61 -4.74 -2.43
C 1.29 -4.16 -4.26
C 2.04 -2.91 -4.50
Br 1.46 -2.17 -6.22
H 0.24 -3.89 -4.19
H 1.42 -4.94 -5.02
H 3.13 -2.95 -4.50
H 1.78 -2.19 -3.72
Br 6.05 -0.94 -0.19
C 4.15 -1.53 0.29
C 4.14 -3.06 0.65
Br 2.39 -3.47 1.51
H 3.44 -1.29 -0.50
H 3.82 -0.82 1.05
H 4.90 -3.36 1.36
H 4.22 -3.61 -0.29
Br -1.99 -2.59 -6.27
C -1.93 -1.52 -4.63
C -2.64 -0.23 -4.99
Br -4.60 -0.31 -5.08
H -0.90 -1.32 -4.33
H -2.27 -2.11 -3.78
H -2.41 0.07 -6.02
H -2.37 0.52 -4.25
Br -0.40 -0.73 1.68
C 0.73 0.61 0.64
C 0.22 0.88 -0.70
Br 0.43 -0.73 -1.95
H 1.76 0.26 0.69
H 0.64 1.50 1.26
H 0.84 1.58 -1.25
H -0.77 1.31 -0.85
Br -2.72 1.08 4.96
C -2.58 1.71 3.09
C -2.89 3.13 2.88
Br -2.96 3.36 0.91
H -3.22 1.17 2.40
H -1.56 1.62 2.71
H -2.14 3.85 3.22
H -3.90 3.39 3.20
```

net charge = 0
E_tot = -1002234.060 eV
energy relative to the best compared isomer or geometry (same formula, charge and spin) = 1.6312 eV
orbital gap = 9.38 eV
HOMO level = -9.756 eV

Results of the Mulliken charge analysis, in e, for atoms 1 through 8: -0.896, 0.921, -0.432, -0.516, 0.253, 0.389, 0.315, -0.157

DFT (wB97M-V/def2-TZVPD) results for C15H31BrP2Zr as an isolated structure in a non-equilibrium geometry.

The geometry in XYZ format:
```
50
Properties=species:S:1:pos:R:3
P -0.08 0.80 -2.11
P -1.66 -1.67 -0.46
C -1.05 -0.50 -2.99
C -2.18 -1.11 -2.15
H -0.33 -1.27 -3.32
H -1.45 -0.02 -3.90
H -3.01 -0.40 -2.01
H -2.60 -2.00 -2.66
C -0.78 -3.21 -0.94
H -0.48 -3.74 -0.03
H 0.13 -2.99 -1.52
H -1.44 -3.85 -1.55
C -3.22 -2.35 0.21
H -3.60 -3.15 -0.44
H -3.96 -1.54 0.29
H -3.02 -2.74 1.21
C 1.11 1.38 -3.37
H 1.70 2.20 -2.93
H 0.59 1.74 -4.26
H 1.79 0.56 -3.64
C -1.30 2.16 -2.06
H -2.16 1.90 -1.43
H -1.65 2.39 -3.07
H -0.82 3.05 -1.62
Zr 1.59 0.50 3.13
C -0.27 -0.89 2.37
C 0.90 -1.39 1.78
C 1.27 -1.11 0.34
C 2.38 -0.07 0.06
C 2.25 1.23 0.78
C 1.10 1.81 1.31
C -0.30 1.36 1.00
C -0.97 0.41 2.02
C 3.07 2.11 3.57
H -0.80 -1.51 3.08
H 1.34 -2.30 2.21
H 0.36 -0.72 -0.18
H 1.50 -2.05 -0.20
H 3.35 -0.53 0.33
H 2.44 0.08 -1.04
H 3.15 1.86 0.76
H 1.19 2.79 1.79
H -0.33 0.87 0.01
H -0.95 2.25 0.87
H -1.12 0.99 2.96
H -1.99 0.16 1.66
H 2.76 2.66 4.48
H 3.24 2.87 2.79
H 4.05 1.65 3.80
Br 0.26 1.30 5.04
```

net charge = +2
E_tot = -105939.051 eV
energy relative to the best compared isomer or geometry (same formula, charge and spin) = 0.0000 eV
orbital gap = 4.24 eV
HOMO level = -13.679 eV

Results of the Mulliken charge analysis, in e, for atoms 1 through 8: 1.399, 1.441, -1.188, -1.321, 0.342, 0.600, 0.403, 0.571

DFT (wB97M-V/def2-TZVPD) results for a 8-piece molecular cluster, C15H31F12N3O11S overall in a non-equilibrium geometry.

The geometry in XYZ format:
```
73
Properties=species:S:1:pos:R:3
N 3.01 4.40 -0.22
H 3.37 4.07 -1.10
H 3.13 3.59 0.37
H 2.04 4.67 -0.15
H 3.62 5.13 0.10
N -1.74 3.09 3.03
H -0.83 2.70 3.24
H -2.39 2.46 2.58
H -1.67 3.79 2.31
H -2.14 3.52 3.85
N 0.69 1.03 0.47
H 1.65 1.34 0.52
H 0.57 0.08 0.17
H 0.17 1.79 0.05
H 0.63 1.26 1.45
C -1.78 5.08 -1.60
F -1.41 4.61 -2.80
F -1.88 6.43 -1.62
F -3.01 4.62 -1.35
S -0.53 4.51 -0.22
O 0.65 5.31 -0.33
O -1.25 4.68 1.11
O -0.31 3.11 -0.48
O 0.68 1.83 3.06
C 1.95 2.47 3.28
C 3.28 2.08 2.41
O 3.09 2.10 0.98
H 2.17 2.70 4.33
H 1.69 3.51 3.08
H 3.69 1.14 2.79
H 4.05 2.78 2.72
C 4.66 -1.25 0.56
C 3.39 -2.06 0.87
O 3.19 -2.96 -0.22
C 2.29 -2.50 -1.22
O 1.71 -1.40 -1.33
C 1.87 -3.66 -2.15
F 2.80 -4.64 -2.24
F 0.71 -4.11 -1.79
F 1.75 -3.16 -3.35
H 5.01 -0.94 1.55
H 4.46 -0.43 -0.12
H 5.43 -1.89 0.13
H 2.55 -1.45 1.19
H 3.74 -2.62 1.74
C -0.51 -2.75 0.88
C -1.56 -3.95 1.10
O -2.84 -3.29 1.02
C -3.97 -3.90 1.15
O -4.24 -5.09 1.08
C -5.04 -2.79 1.47
F -4.46 -1.56 1.52
F -5.96 -2.89 0.51
F -5.57 -3.06 2.67
H -0.88 -1.85 1.36
H -0.44 -2.44 -0.16
H 0.48 -3.06 1.21
H -1.32 -4.35 2.09
H -1.54 -4.76 0.37
C -2.72 -3.62 -2.78
C -2.99 -2.14 -2.35
O -2.21 -1.38 -3.27
C -1.36 -0.39 -2.84
O -1.30 -0.13 -1.61
C -0.62 0.36 -3.94
F 0.67 0.30 -3.60
F -0.88 -0.08 -5.17
F -0.82 1.72 -3.89
H -2.76 -3.73 -3.86
H -3.41 -4.32 -2.32
H -1.67 -3.65 -2.48
H -2.73 -1.97 -1.31
H -4.07 -2.01 -2.50
```

net charge = 0
E_tot = -86492.719 eV
energy relative to the best compared isomer or geometry (same formula, charge and spin) = 3.4098 eV
orbital gap = 7.28 eV
HOMO level = -7.041 eV

Results of the Mulliken charge analysis, in e, for atoms 1 through 8: -0.141, 0.387, 0.085, 0.363, 0.416, -0.228, 0.193, 0.356